Entry 1:
2 unconnected molecules or ions with the total composition C5H9NO in a non-equilibrium geometry, computed with ωB97M-V/def2-TZVPD.

Last column: Mulliken charge in e.
CARTESIAN COORDINATES (ANGSTROEM)
C 0.32736 -1.73732 0.24888  -1.6520
C -0.00640 -0.27558 -0.10974  1.9780
C 1.12422 0.37688 -0.90343  -1.5622
C -1.26795 -0.24461 -0.86860  -0.1977
N -2.26812 -0.21207 -1.44825  -0.4874
C -0.22975 0.42172 1.23691  -0.3697
O 0.58690 1.13937 1.75100  -0.4248
H 1.25050 -1.75318 0.83638  0.4077
H -0.47503 -2.20155 0.83094  0.3779
H 0.47897 -2.31891 -0.66370  0.3986
H 1.31437 -0.17890 -1.82642  0.4175
H 2.03178 0.38421 -0.29504  0.3810
H 0.87472 1.40954 -1.15983  0.3253
H -1.17601 0.14347 1.74544  0.3931
H -1.48603 2.53986 -0.16366  -0.0086
H -1.00568 2.84468 0.30980  0.0232

The energy relative to the best compared isomer or geometry (same formula, charge and spin) comes out at 207.89 kJ/mol. The electronic energy comes out at -325.8584 Ha. As for the SMILES: CC(C)(C#N)C=O.[H][H]. The value obtained for the max |F| is 1.04 eV Å⁻¹. For the gap between HOMO and LUMO, the calculation gives 11.045 eV.

Entry 2:
A single C5H9NO molecule, computed with ωB97M-V/def2-TZVPD.

Last column: Mulliken charge in e.
CARTESIAN COORDINATES (ANGSTROEM)
H -0.82281 -2.55081 -0.50491  0.3000
N -1.36564 -1.98541 -1.16074  -0.6820
C -0.76918 -0.87566 -1.09964  0.6034
C -1.09950 0.36076 -1.88694  -0.9164
O 0.35544 -0.80069 -0.28659  -0.4220
C 0.18954 -0.09610 0.91804  0.0474
C 0.91339 1.20133 1.03288  -0.5146
C 1.39130 -0.01122 1.79687  -0.6067
H -1.18857 1.21867 -1.21205  0.2760
H -0.27303 0.56896 -2.57692  0.2739
H -2.02524 0.25839 -2.46133  0.3323
H -0.78304 -0.23315 1.39044  0.3448
H 1.48991 1.46457 0.15204  0.2440
H 0.45582 2.02665 1.56587  0.2554
H 2.29599 -0.50946 1.46044  0.2283
H 1.23562 -0.03682 2.87254  0.2362

The energy relative to the best compared isomer or geometry (same formula, charge and spin) comes out at 211.08 kJ/mol. The electronic energy comes out at -325.8572 Ha. As for the SMILES: [H]/N=C(/C)OC1CC1. The value obtained for the max |F| is 0.66 eV Å⁻¹. For the gap between HOMO and LUMO, the calculation gives 10.884 eV.